ORCA calculation (wB97M-V/def2-TZVPD) on a cluster of 13 separate species, C75H177N11O13 in total.

Structure (XYZ):
```
276
Properties=species:S:1:pos:R:3:forces:R:3:lowdin_charge:R:1
C -0.63130 5.69520 0.91995 0.73 0.39 -0.01 -0.037
C -1.43375 4.62878 0.18082 -0.83 0.21 -0.51 -0.473
C -1.57345 3.35635 1.07457 0.80 0.69 -0.71 -0.116
C -2.58604 2.37431 0.56810 0.02 -0.50 -0.41 -0.189
C -3.90268 3.04586 0.57207 -0.13 2.51 0.43 -0.126
C -3.88893 4.23003 -0.44569 -0.31 -0.93 -0.36 -0.505
N -2.80033 5.14808 -0.12525 0.20 -0.26 1.75 -0.087
O -2.77623 6.29558 -0.94380 0.60 -1.05 -1.24 0.000
C -3.81777 3.66130 -1.89240 -0.47 -0.57 0.89 -0.016
C -5.22676 4.93121 -0.29611 -0.44 1.02 0.03 -0.045
C -0.61441 4.25652 -1.05264 0.71 -0.24 0.77 -0.030
H 0.34842 5.24834 1.19466 -0.47 0.35 -0.14 0.068
H -1.09425 6.04899 1.83708 -0.26 -0.19 0.16 0.081
H -0.43059 6.60842 0.31224 -0.18 -0.79 0.15 0.095
H -0.55856 2.94003 1.10263 -0.17 -0.01 0.36 0.093
H -1.87080 3.68996 2.04717 -0.02 0.09 0.87 0.113
H -2.63716 1.42352 1.09236 0.31 -0.05 0.30 0.102
H -2.40812 2.15139 -0.47701 0.46 -0.49 -0.22 0.087
H -4.09602 3.52339 1.57565 -0.12 -0.74 -0.77 0.146
H -4.70687 2.42481 0.24851 -0.53 -0.54 0.23 0.076
H -4.61343 2.90629 -2.02985 0.12 0.33 0.05 0.077
H -4.01462 4.47884 -2.56656 0.37 0.13 -0.58 0.083
H -2.88265 3.12132 -2.06216 -0.22 0.48 -0.39 0.035
H -5.39811 5.29695 0.73964 0.15 -0.34 -0.54 0.096
H -5.25999 5.81091 -0.95822 -0.05 -0.22 0.17 0.080
H -6.06854 4.28753 -0.59917 0.37 0.06 0.21 0.089
H 0.31943 3.84359 -0.62210 -0.29 -0.25 -0.56 0.081
H -0.27417 5.12552 -1.59934 -0.37 0.28 -0.39 0.081
H -1.12811 3.53629 -1.68180 0.38 0.04 -0.13 0.047
H -3.08642 6.99757 -0.39634 -0.34 0.70 0.75 0.089
C -3.66536 -2.25028 7.66069 0.45 0.49 -0.17 -0.025
C -3.51370 -0.73561 7.51275 0.59 1.00 0.51 -0.505
C -2.13369 -0.22119 8.07313 -0.80 -1.74 0.03 -0.122
C -1.02554 -0.75276 7.17561 0.45 -0.47 -0.33 -0.167
C -1.25361 -0.07437 5.79478 0.42 -0.56 0.63 -0.131
C -2.54255 -0.55534 5.14811 -0.25 -0.11 -1.00 -0.526
N -3.58310 -0.27863 6.11047 -1.62 0.34 -0.14 -0.070
O -4.84682 -0.72916 5.50219 0.37 0.43 0.78 -0.043
C -2.82042 0.34654 3.90290 1.17 -0.48 0.33 -0.016
C -2.44430 -2.01856 4.67775 -0.29 -0.78 0.54 -0.009
C -4.66488 -0.03398 8.24028 -0.79 0.13 0.56 -0.050
H -3.94113 -2.55632 8.66978 0.11 0.07 0.01 0.090
H -2.73220 -2.72131 7.33969 -0.46 -0.27 0.34 0.055
H -4.46395 -2.48505 6.97504 -0.26 -0.59 -0.14 0.079
H -2.05165 0.84219 8.09000 -0.34 0.94 -0.15 0.104
H -2.12129 -0.53050 9.12621 0.35 -0.24 -0.20 0.121
H -0.98667 -1.87230 7.11010 -0.46 0.92 -0.19 0.112
H -0.01971 -0.56633 7.55664 -0.03 0.59 0.07 0.100
H -0.41426 -0.27899 5.12236 -0.08 0.18 -0.02 0.111
H -1.38022 1.01104 5.95102 0.39 -0.30 -0.05 0.114
H -2.61756 1.39027 4.20346 -0.23 -0.33 -0.41 0.088
H -2.08495 0.00484 3.14601 -0.22 0.54 0.18 0.064
H -3.80690 0.23094 3.46007 -0.09 -0.01 0.27 0.074
H -2.35766 -2.75054 5.50109 0.43 0.54 -0.34 0.067
H -3.35885 -2.37070 4.20020 -0.07 0.44 -0.27 0.062
H -1.61905 -2.17622 3.98085 0.04 0.07 0.04 0.082
H -4.58375 0.02178 9.35389 0.07 -0.62 -0.82 0.097
H -5.62577 -0.48912 7.94445 0.32 -0.17 0.49 0.081
H -4.80082 1.00245 7.95618 0.48 0.39 -0.37 0.076
H -5.47543 -0.02183 5.74064 0.52 -0.35 -0.26 0.104
C 3.14957 -5.62723 -4.43114 0.04 -0.57 -0.04 -0.026
C 3.53612 -4.60937 -5.50658 0.27 -0.43 -1.83 -0.489
C 2.62471 -4.67160 -6.80254 0.36 -0.30 1.78 -0.121
C 1.24708 -4.15115 -6.43978 -0.05 -0.17 0.89 -0.175
C 1.42339 -2.68759 -6.07442 -1.39 0.64 0.52 -0.156
C 2.30367 -2.37706 -4.88893 1.43 -1.86 1.64 -0.445
N 3.56009 -3.21092 -5.08622 -0.14 1.09 -1.37 -0.107
O 4.44794 -3.08815 -4.02273 0.03 0.10 1.52 -0.050
C 2.69726 -0.89425 -4.77438 -0.26 -0.07 -0.07 -0.023
C 1.63890 -2.82517 -3.52072 0.17 -0.01 -1.25 0.003
C 4.98151 -4.98392 -6.01470 -0.25 1.67 0.66 -0.040
H 2.10841 -5.95583 -4.48383 -0.07 0.32 0.17 0.064
H 3.40279 -5.30726 -3.40868 -0.11 0.02 -0.43 0.078
H 3.72701 -6.52785 -4.64980 -0.01 -0.10 0.26 0.078
H 3.06594 -4.00510 -7.52818 0.24 0.22 -0.33 0.109
H 2.65418 -5.68128 -7.22699 -0.20 0.05 0.24 0.123
H 0.84123 -4.66267 -5.52209 0.08 0.03 -1.35 0.092
H 0.59486 -4.22865 -7.31697 -0.30 -0.14 0.50 0.124
H 0.47743 -2.19515 -5.78816 -0.11 -0.32 -0.40 0.119
H 1.73848 -2.21117 -6.97416 0.64 0.81 -0.59 0.110
H 1.81426 -0.27996 -4.51218 0.30 -0.32 -0.25 0.068
H 3.42546 -0.71872 -3.96290 -0.19 -0.27 -0.39 0.084
H 3.11595 -0.54370 -5.73061 -0.08 -0.03 0.32 0.091
H 1.32925 -3.88412 -3.53511 0.47 0.32 0.10 0.072
H 2.35883 -2.60244 -2.73551 -0.09 -0.28 0.15 0.056
H 0.73104 -2.27421 -3.34022 -0.36 0.55 0.14 0.059
H 5.66709 -4.89211 -5.14539 -0.17 -0.37 -0.68 0.083
H 5.28002 -4.24332 -6.78778 -0.08 -0.37 0.47 0.089
H 5.02466 -5.96588 -6.46664 -0.09 -0.30 0.15 0.073
H 5.26804 -2.71668 -4.35575 -0.06 0.15 -0.39 0.104
C -1.62568 3.53538 -4.67547 -0.05 0.42 0.27 -0.039
C -0.88467 3.47077 -6.04472 -1.17 0.17 0.94 -0.474
C -0.78987 4.93075 -6.61331 0.20 -2.11 -0.63 -0.137
C 0.12810 5.75630 -5.77370 0.62 0.17 0.30 -0.190
C 1.49736 5.06035 -5.87449 0.44 -0.03 1.12 -0.115
C 1.56440 3.57813 -5.30378 0.11 1.22 -1.12 -0.475
N 0.42692 2.86552 -5.89237 1.36 0.03 -1.69 -0.107
O 0.36535 1.56992 -5.34797 -0.44 -0.28 0.83 -0.050
C 2.90636 2.93116 -5.79554 -0.99 -0.39 1.57 -0.013
C 1.48985 3.60468 -3.78525 -0.02 0.33 0.48 -0.035
C -1.72453 2.54666 -6.98964 1.32 0.65 0.28 -0.021
H -1.49186 4.46940 -4.08451 0.49 -0.66 -0.37 0.075
H -1.36722 2.65541 -4.04066 -0.48 0.65 -0.56 0.070
H -2.68208 3.60757 -4.89869 -0.49 -0.57 0.15 0.073
H -0.33130 4.84197 -7.60915 -0.06 0.03 0.03 0.122
H -1.80073 5.25974 -6.81519 -0.29 0.41 0.45 0.118
H -0.17670 5.84283 -4.72781 -0.14 -0.01 -0.12 0.096
H 0.18928 6.77608 -6.16475 0.15 -0.05 0.04 0.115
H 2.27173 5.63256 -5.32120 -0.35 -0.25 -0.31 0.124
H 1.75948 5.09043 -6.92562 0.31 -0.31 -0.24 0.108
H 3.76048 3.46012 -5.38052 0.05 0.36 -0.15 0.079
H 2.98161 1.92089 -5.35646 -0.13 0.23 -0.34 0.061
H 2.95676 2.86601 -6.86541 0.00 0.07 -0.52 0.076
H 1.43057 2.57459 -3.40241 0.04 0.43 0.00 0.065
H 2.36656 4.10932 -3.34043 -0.21 -0.28 -0.23 0.095
H 0.60121 4.17781 -3.46221 0.44 -0.47 -0.07 0.054
H -2.70045 2.99652 -7.15251 -0.05 -0.05 -0.22 0.082
H -1.84571 1.58033 -6.50730 -0.15 -0.06 -0.07 0.056
H -1.14941 2.41014 -7.92698 -0.52 0.11 0.30 0.094
H 0.44637 0.92115 -6.05554 0.11 0.38 -0.35 0.106
C 4.66916 4.33519 6.95093 -0.22 0.44 -0.92 -0.020
C 4.32512 3.88838 5.51984 0.64 0.21 -0.68 -0.489
C 3.94412 2.40332 5.55650 -0.83 -0.11 0.63 -0.126
C 2.49004 2.21873 6.07617 0.46 -0.13 0.15 -0.150
C 1.54877 3.02880 5.18133 -0.66 -1.00 -0.22 -0.123
C 1.84163 4.52797 5.13950 -0.07 0.60 0.80 -0.518
N 3.24574 4.62356 4.82932 1.01 0.66 -1.63 -0.087
O 3.59410 6.02080 4.59591 0.10 -0.77 1.13 -0.025
C 1.06682 5.19366 3.99678 1.63 0.32 -0.29 -0.030
C 1.53311 5.31180 6.43411 -0.20 0.23 -0.58 -0.011
C 5.57783 4.06576 4.59643 -0.49 -0.04 1.19 -0.013
H 3.82993 4.22778 7.62485 0.06 -0.07 0.23 0.061
H 5.00053 5.36536 6.91644 -0.14 0.37 0.16 0.084
H 5.51105 3.75766 7.28058 0.38 -0.43 0.37 0.079
H 3.97306 1.92782 4.56844 0.21 0.21 0.08 0.093
H 4.68234 1.87543 6.19264 -0.40 0.20 -0.31 0.128
H 2.34336 2.55105 7.10317 0.38 0.22 0.19 0.103
H 2.28994 1.13312 6.14423 -0.31 0.48 -0.49 0.099
H 0.50032 2.88204 5.42444 -0.24 0.06 0.62 0.111
H 1.55601 2.55626 4.18513 0.45 0.53 -0.19 0.111
H 0.02067 5.03624 4.07705 -1.00 -0.29 0.02 0.074
H 1.26709 6.28658 3.93351 -0.19 -0.76 0.22 0.102
H 1.48808 4.73992 3.09476 -0.48 0.06 -0.21 0.061
H 2.03021 4.94053 7.29405 0.72 -0.38 0.68 0.045
H 1.82207 6.36258 6.28311 -0.05 -0.38 0.07 0.094
H 0.49832 5.28371 6.71117 -0.87 0.03 -0.18 0.077
H 5.25264 4.02543 3.56865 0.13 -0.05 -0.34 0.061
H 6.31124 3.29838 4.80053 0.07 -0.52 -0.04 0.082
H 6.09733 4.98923 4.82324 -0.15 0.41 -0.19 0.076
H 3.71050 6.11348 3.64735 0.03 -0.31 -0.18 0.080
C -0.47069 -5.96337 2.83799 -0.26 0.15 1.14 -0.057
C 0.10513 -5.03022 1.81203 0.77 -0.81 -0.74 -0.527
C 0.27708 -5.72678 0.45224 -0.73 0.71 0.05 -0.050
O -0.73560 -3.91981 1.70124 -1.17 -0.89 0.78 -0.076
H -1.52493 -6.11635 2.59758 0.04 -0.27 0.05 0.085
H -0.42560 -5.44143 3.80516 -0.21 -0.13 -0.12 0.079
H 0.04732 -6.92360 3.00584 -0.12 0.38 -0.55 0.086
H 1.10085 -4.71885 2.15621 0.08 0.13 -0.05 0.104
H -0.69116 -6.06711 0.07891 -0.06 -0.37 0.29 0.082
H 0.99298 -6.52988 0.49952 0.22 -0.41 -0.06 0.066
H 0.56830 -5.00793 -0.30472 0.52 0.28 -0.14 0.052
H -0.23650 -3.21221 1.30113 0.81 1.12 -0.48 0.000
C 3.55729 4.36062 1.08734 1.03 0.87 -1.21 -0.063
C 3.14777 2.92187 0.97286 0.08 -0.75 -0.40 -0.451
C 3.28046 2.40801 -0.47409 0.50 0.03 0.87 -0.042
O 4.01034 2.11395 1.84376 -0.99 0.36 -0.62 -0.065
H 3.49139 4.71878 2.09143 -0.15 0.15 0.78 0.025
H 2.98636 5.04611 0.43413 -0.05 -0.42 0.24 0.091
H 4.62788 4.48486 0.76571 -0.85 -0.29 0.31 0.108
H 2.07856 2.77303 1.23524 0.49 0.10 0.28 0.120
H 3.24218 1.32427 -0.44922 -0.33 -0.19 -0.21 0.046
H 4.24596 2.65723 -0.89743 0.35 0.22 0.01 0.082
H 2.52458 2.84057 -1.12345 -0.22 -0.13 0.01 0.055
H 3.60520 2.13184 2.72391 0.18 0.08 -0.22 0.047
C -3.68712 0.54203 -4.43039 -0.60 -0.87 -0.44 -0.047
C -5.01010 -0.22405 -4.53660 -0.31 -1.55 0.20 -0.434
C -6.26648 0.62433 -4.39208 0.20 1.53 0.20 -0.209
O -7.37197 -0.08927 -3.91808 0.93 -1.85 0.48 -0.195
C -8.59535 0.52239 -3.73046 -0.72 0.23 0.44 -0.131
N -5.00059 -0.98803 -5.78824 0.04 -0.48 -0.92 0.027
H -3.52672 0.98255 -3.45894 -0.02 0.15 0.35 0.054
H -3.77387 1.30879 -5.17409 0.44 0.67 -0.41 0.062
H -2.83248 -0.12436 -4.68220 -0.59 0.41 0.14 0.080
H -5.10095 -0.96644 -3.75346 0.22 -0.05 0.92 0.117
H -6.53095 1.06325 -5.35152 0.13 0.27 -0.36 0.126
H -6.03032 1.44808 -3.68694 -0.10 -0.09 -0.17 0.120
H -8.90957 1.02711 -4.64715 -0.23 0.25 0.10 0.088
H -8.66236 1.18613 -2.84253 0.49 0.19 -0.52 0.090
H -9.31184 -0.26816 -3.47215 0.14 0.03 -0.42 0.090
H -5.72294 -1.72129 -5.83654 0.18 0.78 0.31 0.080
H -4.12778 -1.52284 -5.86484 -0.29 0.35 0.19 0.034
C -2.14608 -3.31784 -2.92415 0.61 0.41 0.06 -0.060
C -1.91847 -3.88827 -4.31511 0.19 -0.14 0.55 -0.445
C -1.64681 -5.36134 -4.12436 0.09 -0.91 -0.32 -0.215
O -1.40772 -5.96866 -5.39060 -0.21 -0.79 0.07 -0.204
C -1.14388 -7.37521 -5.34050 -0.76 -0.15 0.71 -0.100
N -3.04510 -3.54821 -5.14845 -0.32 0.29 -0.25 0.063
H -2.24197 -2.23472 -2.97502 -0.03 0.15 0.02 0.066
H -1.25087 -3.53718 -2.32285 -0.43 0.05 0.18 0.078
H -3.05055 -3.70849 -2.44157 0.22 -0.16 -0.14 0.083
H -0.97841 -3.47751 -4.73305 -0.59 0.10 0.01 0.115
H -2.47283 -5.88243 -3.58163 0.36 0.30 -0.33 0.143
H -0.73470 -5.43405 -3.52556 0.08 -0.21 0.28 0.115
H -1.24625 -7.79704 -6.33808 -0.05 0.25 -0.08 0.082
H -1.83974 -7.94179 -4.66093 0.25 0.72 -0.55 0.098
H -0.14982 -7.62678 -4.97395 0.36 0.35 0.06 0.073
H -3.91193 -3.79332 -4.68338 -0.02 0.01 0.10 0.084
H -3.04660 -4.04443 -6.02353 0.22 -0.25 -0.29 0.077
C -5.46427 -2.83230 1.87663 0.51 -0.67 -0.74 -0.024
C -4.56364 -2.52012 0.64477 -1.62 0.93 -0.23 -0.457
C -4.05659 -1.07948 0.57273 0.43 -0.57 0.91 -0.232
O -5.05805 -0.12609 0.71199 -0.89 1.03 -0.93 -0.185
C -5.78521 0.14078 -0.49328 -0.71 0.05 0.32 -0.087
N -3.51850 -3.46422 0.44326 1.78 -0.70 0.92 0.055
H -6.42890 -2.32013 1.93362 0.54 0.64 -0.09 0.076
H -4.87979 -2.73188 2.78977 -0.24 0.13 0.18 0.052
H -5.78612 -3.87486 1.78108 0.41 -0.10 0.09 0.075
H -5.20877 -2.60528 -0.21439 -0.58 -0.22 -0.58 0.119
H -3.47976 -0.89613 -0.35128 0.01 -0.20 0.15 0.124
H -3.41144 -0.95425 1.44610 0.33 0.20 -0.08 0.099
H -5.20203 0.03003 -1.41186 0.43 -0.10 0.14 0.072
H -6.12503 1.20110 -0.46846 -0.01 -0.80 0.13 0.082
H -6.65857 -0.54361 -0.61099 0.43 0.52 0.21 0.100
H -2.93682 -3.16026 -0.34719 -0.19 -0.26 0.49 0.046
H -2.87097 -3.52654 1.26847 -0.69 0.05 -1.07 0.076
C 5.51769 -1.41882 -0.94396 0.31 0.02 0.78 -0.046
C 4.15431 -1.86441 -0.43627 -1.20 1.46 0.95 -0.388
C 3.83752 -3.34086 -0.42646 -0.32 0.28 0.16 -0.226
O 4.57233 -3.99929 0.57862 0.08 -0.44 0.08 -0.180
C 4.26281 -5.39230 0.67797 0.25 0.42 -1.01 -0.074
N 3.86640 -1.27928 0.96891 0.62 -1.38 -2.03 0.074
H 5.56806 -0.30733 -0.96017 -0.08 -0.64 -0.04 0.081
H 5.70755 -1.78890 -1.96009 0.15 -0.05 0.36 0.068
H 6.26100 -1.76203 -0.18940 -0.08 0.09 -0.85 0.096
H 3.39610 -1.36801 -1.06856 0.10 -0.37 -0.05 0.116
H 4.02603 -3.74844 -1.39847 0.53 -0.44 -0.84 0.099
H 2.75056 -3.46380 -0.31338 0.00 -0.09 0.50 0.107
H 4.41757 -5.90610 -0.29685 -0.51 0.41 0.20 0.095
H 3.22974 -5.50646 1.03469 0.29 -0.28 0.00 0.074
H 5.01395 -5.86706 1.29408 -0.12 0.16 0.69 0.083
H 4.29801 -0.37209 0.88131 0.04 0.52 0.71 0.044
H 4.46242 -1.85624 1.55843 0.02 0.29 0.36 0.058
C 3.64186 -1.18092 4.41180 0.93 -0.90 -0.36 -0.045
C 3.89397 -2.68078 4.29051 0.36 -0.88 0.52 -0.441
C 4.51565 -3.10798 5.60401 -0.28 0.03 1.29 -0.238
O 5.80534 -2.56679 5.69131 0.91 0.40 0.75 -0.207
C 6.34638 -2.37188 7.02102 0.68 -0.82 -1.51 -0.080
N 2.64324 -3.37346 4.05135 -0.56 0.53 0.82 0.059
H 3.32040 -0.82200 3.45625 -0.18 0.70 -0.49 0.034
H 4.57775 -0.72163 4.74649 -0.27 0.22 -0.24 0.087
H 2.87378 -1.04833 5.15922 -0.32 0.12 0.20 0.074
H 4.60297 -3.05259 3.53089 0.29 1.05 -0.10 0.134
H 4.57267 -4.18761 5.70354 -0.12 -0.48 -0.05 0.121
H 3.93681 -2.72320 6.47079 -0.19 -0.23 -0.43 0.129
H 5.69568 -1.78068 7.66048 -0.04 0.18 -0.02 0.082
H 7.32358 -1.92103 6.81018 -0.41 0.46 0.34 0.087
H 6.63070 -3.31543 7.51642 -0.61 -0.02 -0.11 0.084
H 2.69878 -4.37877 3.97073 0.15 0.12 -0.29 0.071
H 2.19851 -2.92939 3.26606 -0.36 -0.38 -0.35 0.049
C 0.92265 0.10821 2.03948 0.21 0.25 -1.01 -0.043
C 0.17190 -0.56801 0.88220 0.14 -1.28 0.90 -0.356
C 0.22020 0.32175 -0.32931 1.20 -0.36 -0.04 -0.199
O -0.39950 -0.30466 -1.41640 -0.38 -0.68 0.17 -0.173
C -0.62359 0.50805 -2.53429 0.23 0.55 0.24 -0.100
N 0.76642 -1.91489 0.64045 -0.93 0.45 -0.85 0.082
H 0.36606 1.01009 2.23908 0.11 0.69 0.30 0.062
H 1.96981 0.31183 1.73455 -0.60 0.16 0.07 0.058
H 1.00575 -0.42911 2.96827 -0.36 -0.67 0.23 0.060
H -0.88755 -0.72984 1.15091 0.26 0.06 -0.01 0.126
H 1.31714 0.48545 -0.51378 -0.82 0.25 -0.27 0.128
H -0.29076 1.23806 -0.09849 -0.05 0.76 0.05 0.094
H 0.30387 0.98217 -2.85713 0.08 -0.13 -0.25 0.066
H -1.33979 1.32804 -2.35891 0.00 -0.23 0.30 0.064
H -1.03778 -0.12312 -3.30284 0.05 -0.16 -0.38 0.066
H 0.70643 -2.12824 -0.35310 -0.50 -0.02 -0.12 0.079
H 1.75061 -1.87355 0.76568 1.24 0.35 0.67 0.019
```
Forces are in eV/Å.

The HOMO energy comes out at -8.24 eV. The HOMO-LUMO gap is 8.8 eV. The charge is 0. The value obtained for the max |F| is 2.862 eV/Å.